The following is a quantum chemistry calculation of 9 unconnected molecules or ions with the total composition C36H74O18 at a distorted geometry, from OMol25.

```
128
Properties=species:S:1:pos:R:3:forces:R:3
C 0.737 5.146 -4.612 -0.2 -0.5 -1.2
O 0.886 3.739 -4.474 0.3 0.6 0.5
C 2.046 3.339 -3.775 0.2 -1.2 -0.7
C 2.281 1.841 -4.072 0.0 0.4 1.9
O 3.068 1.514 -5.171 -0.4 0.4 -0.5
C 2.445 1.696 -6.431 0.8 0.2 -0.7
H 0.208 5.626 -3.790 0.2 0.0 0.2
H 0.148 5.255 -5.526 -0.2 0.2 0.2
H 1.693 5.618 -4.854 0.1 0.1 0.4
H 1.997 3.428 -2.683 -0.5 0.2 0.1
H 2.937 3.900 -4.079 -0.1 0.1 -0.2
H 1.337 1.292 -3.985 -0.1 0.1 -0.5
H 2.836 1.489 -3.193 0.1 -0.1 -0.2
H 1.695 0.938 -6.657 0.0 -0.1 0.2
H 3.276 1.638 -7.138 -0.2 -0.4 -0.1
H 2.021 2.683 -6.635 -0.2 0.1 0.7
C -8.066 -2.445 2.305 -0.8 -0.2 -0.6
O -6.757 -2.864 2.095 0.6 -0.3 0.7
C -6.381 -3.006 0.737 -0.7 0.5 0.4
C -4.909 -3.297 0.695 1.1 -0.5 0.3
O -4.120 -2.120 0.576 -0.5 0.3 0.3
C -2.768 -2.320 0.847 1.1 1.7 -0.2
H -8.334 -2.654 3.339 0.2 0.3 0.1
H -8.792 -3.007 1.696 0.2 -0.2 -0.1
H -8.227 -1.396 2.025 0.2 0.1 0.3
H -6.668 -2.054 0.270 0.4 -0.3 -0.6
H -6.971 -3.827 0.309 0.2 0.1 -0.2
H -4.617 -4.005 -0.085 -0.4 0.2 -0.3
H -4.613 -3.815 1.616 -0.3 0.1 0.2
H -2.278 -2.900 0.062 0.1 -0.7 0.4
H -2.478 -2.503 1.890 -0.6 -1.3 0.0
H -2.237 -1.354 0.800 -0.6 0.3 -0.7
C -4.896 -5.911 -1.959 -0.3 0.1 -0.3
O -5.582 -4.703 -2.238 0.4 -0.1 -0.4
C -4.965 -3.995 -3.306 0.2 1.1 0.4
C -3.721 -3.237 -2.772 -0.2 -1.0 -0.5
O -3.275 -2.255 -3.663 -0.6 1.1 -0.6
C -1.960 -1.807 -3.403 0.7 -1.4 0.7
H -5.394 -6.332 -1.087 0.3 -0.1 0.1
H -3.826 -5.748 -1.805 -0.1 0.0 0.4
H -4.985 -6.603 -2.806 -0.1 -0.1 0.1
H -5.677 -3.230 -3.611 -0.1 -0.1 -0.2
H -4.728 -4.655 -4.142 0.0 0.0 -0.1
H -2.914 -3.975 -2.692 0.1 0.0 0.6
H -4.064 -2.837 -1.816 0.5 0.2 0.2
H -1.618 -0.924 -3.933 -0.7 0.1 -0.3
H -1.274 -2.619 -3.670 0.2 0.0 -0.1
H -1.784 -1.657 -2.335 -0.2 0.3 0.1
C 4.979 -0.633 -2.738 1.0 -1.0 0.7
O 4.485 -0.856 -1.423 -1.4 0.2 -0.3
C 5.105 -1.917 -0.719 0.0 0.7 -0.2
C 4.885 -3.311 -1.285 1.8 0.0 -0.5
O 5.267 -4.282 -0.310 -1.2 0.0 0.3
C 4.167 -5.102 0.059 0.2 -0.6 -0.4
H 4.956 -1.559 -3.320 -0.3 0.1 -0.2
H 6.047 -0.404 -2.619 0.0 0.4 -0.4
H 4.424 0.146 -3.245 0.0 0.1 0.2
H 4.668 -1.896 0.280 0.3 0.0 0.1
H 6.165 -1.632 -0.720 0.2 -0.6 0.5
H 5.645 -3.485 -2.054 -0.4 0.2 -0.5
H 3.893 -3.389 -1.735 -0.2 -0.3 0.4
H 4.494 -5.882 0.744 0.2 0.3 0.3
H 3.813 -5.659 -0.816 -0.2 0.2 -0.1
H 3.333 -4.544 0.483 0.0 0.1 0.1
C -4.749 5.670 0.323 -0.2 -0.2 0.1
O -4.383 4.388 -0.136 0.3 -0.2 0.1
C -3.004 4.111 0.059 0.3 1.2 -0.1
C -2.502 3.211 -1.014 0.8 -0.8 0.1
O -3.095 1.939 -0.879 -0.6 -0.1 -0.7
C -2.690 1.062 -1.903 0.2 0.2 -0.8
H -5.822 5.609 0.499 0.0 0.3 0.0
H -4.527 6.460 -0.403 0.0 -0.1 -0.2
H -4.234 5.948 1.248 -0.1 -0.2 0.1
H -2.787 3.764 1.073 -0.2 -0.3 0.0
H -2.437 5.041 -0.072 0.0 0.0 0.2
H -1.417 3.020 -0.965 0.1 0.5 0.4
H -2.619 3.732 -1.975 -0.6 -0.5 -0.2
H -3.256 0.134 -1.901 0.1 -0.1 0.7
H -1.605 0.903 -1.878 0.0 -0.3 0.3
H -2.867 1.450 -2.915 -0.2 0.4 0.1
O -0.245 5.753 1.131 -0.2 0.1 0.1
C 0.434 4.927 1.658 0.1 -0.4 -0.3
O -0.017 3.677 1.919 -1.3 -0.7 -0.4
C 0.943 2.829 2.529 1.1 1.4 1.0
C 2.269 3.570 2.288 1.0 0.0 0.7
C 1.876 5.022 2.075 -0.8 -0.2 -0.6
H 0.924 1.789 2.215 -0.3 0.2 -0.4
H 0.787 2.873 3.614 -0.3 -0.3 -0.1
H 2.864 3.206 1.451 -0.2 -0.2 -0.1
H 2.895 3.530 3.181 0.1 -0.4 -0.1
H 2.379 5.471 1.222 0.3 0.4 0.4
H 1.846 5.631 2.980 0.6 0.1 -0.1
O 4.286 -2.256 2.875 0.0 -0.1 -0.6
C 4.759 -1.165 2.996 -0.1 -0.3 2.0
O 5.749 -0.949 3.930 -0.4 0.9 -0.3
C 6.045 0.460 4.009 0.4 0.7 -1.0
C 5.041 1.212 3.119 -0.5 0.2 0.8
C 4.378 0.110 2.313 1.1 0.3 -0.3
H 7.028 0.649 3.576 0.2 -0.4 0.2
H 6.047 0.906 5.001 -0.1 -0.8 0.4
H 5.525 2.032 2.589 0.1 -0.3 -0.4
H 4.283 1.716 3.722 0.0 -0.3 0.2
H 4.908 -0.030 1.364 -0.7 0.4 -0.5
H 3.306 0.250 2.260 0.0 -0.3 -0.5
O 2.666 0.107 5.175 0.3 0.1 0.2
C 1.475 0.122 5.311 1.2 0.0 -0.2
O 0.699 -0.502 4.399 -0.3 0.6 0.3
C -0.635 -0.038 4.566 -1.2 -0.7 0.1
C -0.758 0.458 6.012 -0.6 1.1 -0.2
C 0.695 0.857 6.392 -1.1 -0.9 -1.0
H -1.324 -0.847 4.312 0.2 -0.2 0.3
H -0.913 0.745 3.854 0.6 0.2 0.0
H -1.252 -0.228 6.697 0.5 -0.4 -0.1
H -1.474 1.281 5.956 0.3 0.3 0.3
H 0.986 0.514 7.379 0.2 0.1 0.0
H 0.939 1.909 6.260 -0.2 0.1 0.2
O 0.836 -0.429 -2.168 -0.1 -0.4 0.2
C 1.162 -0.823 -1.076 0.3 2.2 -1.4
O 1.357 -2.103 -0.805 0.8 -0.7 0.0
C 1.542 -2.279 0.625 -2.7 0.2 -0.5
C 0.982 -0.968 1.141 2.5 1.2 2.4
C 1.521 0.090 0.141 -2.0 -2.9 -1.7
H 2.535 -2.538 0.980 0.1 0.1 -0.4
H 0.767 -3.023 0.819 0.7 -0.6 0.6
H 1.403 -0.809 2.140 -0.2 0.0 0.1
H -0.095 -0.961 1.295 -0.1 0.1 -0.6
H 2.587 0.137 -0.093 0.2 0.5 1.1
H 0.929 0.995 0.068 0.4 0.2 0.0
```
Forces are in eV/Å.

Net charge = 0
Gap between HOMO and LUMO = 9.4 eV
Highest occupied orbital energy = -9.191 eV
Structure (SMILES) = O=C1CCCO1.O=C1CCCO1.O=C1CCCO1.O=C1CCCO1.COCCOC.COCCOC.COCCOC.COCCOC.COCCOC
E_tot = -2770.14473 a.u.
Energy relative to the best compared isomer or geometry (same formula, charge and spin) = 0.0 kJ/mol



The following is a quantum chemistry calculation of 2 unconnected molecules or ions with the total composition C21H21ClN2O2 at a distorted geometry, from OMol25.

```
47
Properties=species:S:1:pos:R:3:forces:R:3
Cl 0.807 2.985 -2.669 -0.2 -0.5 0.4
C 6.470 1.814 1.113 0.2 0.1 0.0
O 5.077 1.994 1.016 -1.1 -1.1 -0.6
C 4.389 0.914 0.444 0.2 0.4 0.2
C 3.012 1.030 0.288 0.1 -0.1 0.0
C 2.291 -0.019 -0.287 0.7 0.0 0.2
C 2.959 -1.185 -0.701 0.0 0.6 0.2
C 4.338 -1.311 -0.530 -1.0 -0.5 -0.4
C 5.034 -0.273 0.028 0.2 0.8 0.4
N 2.003 -2.063 -1.232 -1.2 0.4 -0.1
C 2.238 -3.421 -1.715 -0.2 0.1 0.0
C 0.772 -1.467 -1.164 1.4 -0.4 0.3
C 0.885 -0.206 -0.575 -0.6 0.8 0.2
C -0.201 0.617 -0.196 0.0 -1.0 -1.1
C -1.543 0.370 -0.606 0.3 -0.1 0.0
C -1.967 -0.189 -1.819 -1.0 0.0 0.8
N -3.327 -0.364 -1.794 0.8 0.1 0.1
C -4.139 -0.883 -2.889 0.3 0.1 0.0
C -3.822 0.058 -0.552 0.7 0.1 0.2
C -2.735 0.537 0.198 -0.3 0.0 -0.1
C -2.918 0.932 1.525 -0.3 0.0 0.3
C -4.184 0.868 2.092 0.0 0.2 0.4
O -4.474 1.224 3.418 -0.1 -0.5 -1.6
C -3.372 1.701 4.152 0.1 0.1 0.2
C -5.262 0.397 1.308 0.1 0.2 0.6
C -5.097 -0.011 0.012 0.4 -0.1 -0.5
H 6.906 2.712 1.555 -0.2 -0.1 -0.1
H 6.690 0.957 1.752 0.2 0.0 0.0
H 6.894 1.661 0.119 0.2 0.0 0.0
H 2.516 1.927 0.608 -0.1 0.3 0.0
H 4.838 -2.212 -0.828 0.3 -0.2 -0.1
H 6.097 -0.369 0.151 0.1 -0.1 0.0
H 3.293 -3.681 -1.666 -0.1 0.2 0.1
H 1.675 -4.132 -1.112 0.0 0.0 0.1
H 1.904 -3.505 -2.747 0.1 0.0 -0.1
H -0.144 -1.961 -1.427 0.1 -0.4 -0.1
H -0.022 1.387 0.536 0.1 0.2 0.1
H -1.344 -0.429 -2.661 -0.2 0.1 -0.3
H -5.182 -0.955 -2.590 0.1 0.1 0.1
H -4.067 -0.222 -3.750 0.0 0.0 0.0
H -3.790 -1.873 -3.174 0.0 -0.1 0.0
H -2.069 1.238 2.105 0.2 0.1 0.1
H -3.720 2.002 5.141 -0.1 -0.1 -0.2
H -2.625 0.914 4.260 0.2 0.0 0.1
H -2.940 2.567 3.648 0.2 0.1 0.1
H -6.230 0.337 1.773 -0.2 0.0 0.1
H -5.917 -0.414 -0.554 -0.3 0.0 0.0
```
Forces are in eV/Å.

Net charge = 0
Gap between HOMO and LUMO = 4.9 eV
Highest occupied orbital energy = -6.591 eV
E_tot = -1532.93625 a.u.
Energy relative to the best compared isomer or geometry (same formula, charge and spin) = 368.1 kJ/mol



- Look up the E_tot of the first one.
  -2770.14473 a.u.



Copy entry 2 word for word.
The following is a quantum chemistry calculation of 2 unconnected molecules or ions with the total composition C21H21ClN2O2 at a distorted geometry, from OMol25.

```
47
Properties=species:S:1:pos:R:3:forces:R:3
Cl 0.807 2.985 -2.669 -0.2 -0.5 0.4
C 6.470 1.814 1.113 0.2 0.1 0.0
O 5.077 1.994 1.016 -1.1 -1.1 -0.6
C 4.389 0.914 0.444 0.2 0.4 0.2
C 3.012 1.030 0.288 0.1 -0.1 0.0
C 2.291 -0.019 -0.287 0.7 0.0 0.2
C 2.959 -1.185 -0.701 0.0 0.6 0.2
C 4.338 -1.311 -0.530 -1.0 -0.5 -0.4
C 5.034 -0.273 0.028 0.2 0.8 0.4
N 2.003 -2.063 -1.232 -1.2 0.4 -0.1
C 2.238 -3.421 -1.715 -0.2 0.1 0.0
C 0.772 -1.467 -1.164 1.4 -0.4 0.3
C 0.885 -0.206 -0.575 -0.6 0.8 0.2
C -0.201 0.617 -0.196 0.0 -1.0 -1.1
C -1.543 0.370 -0.606 0.3 -0.1 0.0
C -1.967 -0.189 -1.819 -1.0 0.0 0.8
N -3.327 -0.364 -1.794 0.8 0.1 0.1
C -4.139 -0.883 -2.889 0.3 0.1 0.0
C -3.822 0.058 -0.552 0.7 0.1 0.2
C -2.735 0.537 0.198 -0.3 0.0 -0.1
C -2.918 0.932 1.525 -0.3 0.0 0.3
C -4.184 0.868 2.092 0.0 0.2 0.4
O -4.474 1.224 3.418 -0.1 -0.5 -1.6
C -3.372 1.701 4.152 0.1 0.1 0.2
C -5.262 0.397 1.308 0.1 0.2 0.6
C -5.097 -0.011 0.012 0.4 -0.1 -0.5
H 6.906 2.712 1.555 -0.2 -0.1 -0.1
H 6.690 0.957 1.752 0.2 0.0 0.0
H 6.894 1.661 0.119 0.2 0.0 0.0
H 2.516 1.927 0.608 -0.1 0.3 0.0
H 4.838 -2.212 -0.828 0.3 -0.2 -0.1
H 6.097 -0.369 0.151 0.1 -0.1 0.0
H 3.293 -3.681 -1.666 -0.1 0.2 0.1
H 1.675 -4.132 -1.112 0.0 0.0 0.1
H 1.904 -3.505 -2.747 0.1 0.0 -0.1
H -0.144 -1.961 -1.427 0.1 -0.4 -0.1
H -0.022 1.387 0.536 0.1 0.2 0.1
H -1.344 -0.429 -2.661 -0.2 0.1 -0.3
H -5.182 -0.955 -2.590 0.1 0.1 0.1
H -4.067 -0.222 -3.750 0.0 0.0 0.0
H -3.790 -1.873 -3.174 0.0 -0.1 0.0
H -2.069 1.238 2.105 0.2 0.1 0.1
H -3.720 2.002 5.141 -0.1 -0.1 -0.2
H -2.625 0.914 4.260 0.2 0.0 0.1
H -2.940 2.567 3.648 0.2 0.1 0.1
H -6.230 0.337 1.773 -0.2 0.0 0.1
H -5.917 -0.414 -0.554 -0.3 0.0 0.0
```
Forces are in eV/Å.

Net charge = 0
Gap between HOMO and LUMO = 4.9 eV
Highest occupied orbital energy = -6.591 eV
E_tot = -1532.93625 a.u.
Energy relative to the best compared isomer or geometry (same formula, charge and spin) = 368.1 kJ/mol



- What is the energy relative to the best compared isomer or geometry (same formula, charge and spin) in the first record?
  0.0 kJ/mol



- Look up the net charge of the first one.
  0